14
Properties=species:S:1:pos:R:3:forces:R:3 method="wB97M-V/def2-TZVPD" relative_energy_ev=0.109 e_tot_ha=-1053.0696 smiles=Cl[C@H]1C[C@@H]2S[C@@H]2C1 charge=0 gap_ev=9.836 fmax_ev_per_a=2.66 lumo_ev=0.92
Cl -2.693105 -0.124505 0.147759 0.479 0.096 -0.334
C -1.021005 -0.021031 -0.607675 -0.923 0.198 -0.463
C -0.312369 1.241153 -0.178288 1.945 -0.589 -0.202
C 0.925242 0.769131 0.561075 0.799 -1.420 0.485
S 2.339953 -0.117979 -0.255198 -0.355 0.643 0.003
C 0.961418 -0.743286 0.723897 -1.036 1.365 -1.760
C -0.183866 -1.217357 -0.186786 1.666 -0.475 -2.015
H -1.161492 -0.007725 -1.702486 -0.334 -0.108 0.676
H 0.020423 1.757938 -1.057048 -0.063 0.618 -0.480
H -0.793809 1.927467 0.477117 -0.959 0.324 0.301
H 1.282128 1.377369 1.358128 0.196 0.364 0.511
H 1.211071 -1.259974 1.615564 0.026 -0.210 0.726
H 0.254573 -1.677142 -1.163273 -0.757 0.511 1.839
H -0.829156 -1.904061 0.267209 -0.684 -1.315 0.715


13
Properties=species:S:1:pos:R:3:forces:R:3 method="wB97M-V/def2-TZVPD" relative_energy_ev=2.218 e_tot_ha=-294.4721 smiles=C#C[C@@H](C)CF charge=0 gap_ev=11.249 fmax_ev_per_a=3.25 lumo_ev=1.04
C 2.303682 -0.873196 0.598620 0.537 -1.027 -0.013
C 1.341264 -0.179798 0.419965 -1.766 0.690 -0.097
C -0.005244 0.502023 0.188779 -0.509 -1.875 -0.510
C -0.267615 0.602708 -1.338995 2.220 -0.879 1.102
C -1.194128 -0.239757 0.958872 3.193 0.559 -0.147
F -1.429895 -1.480485 0.479698 -0.649 -1.075 -1.735
H 3.067148 -1.653396 0.705519 -0.628 1.091 -0.046
H -0.011217 1.539953 0.388792 0.294 1.007 1.492
H -0.455097 -0.340524 -1.747095 0.534 -1.777 -0.758
H -1.007273 1.146003 -1.796920 -2.490 1.980 0.230
H 0.624200 1.086087 -1.703260 0.558 -0.407 -0.615
H -0.959134 -0.520873 1.958013 0.474 1.037 1.253
H -2.006690 0.411254 0.888010 -1.769 0.677 -0.154


13
Properties=species:S:1:pos:R:3:forces:R:3 method="wB97M-V/def2-TZVPD" relative_energy_ev=3.496 e_tot_ha=-294.4251 charge=0 gap_ev="7.704 / 8.394" fmax_ev_per_a=1.14 lumo_ev="0.10 / 0.39"
C -0.972802 -0.781671 0.436478 -0.079 -0.755 -0.293
C -0.600694 -0.914444 -0.946033 -0.335 -0.134 0.161
C 1.506558 -0.759290 0.159478 -0.655 0.186 -0.199
C 0.321024 -0.059716 -0.094051 1.016 0.498 0.111
C 0.361708 1.439073 -0.220400 0.152 -0.021 0.020
F 2.698859 -0.179809 -0.031091 -0.269 -0.020 -0.011
H -1.691999 -0.028239 0.719655 0.084 0.327 0.007
H -0.924965 -1.609329 1.141743 0.139 -0.009 0.080
H -0.286717 -1.878877 -1.330406 0.122 -0.039 -0.031
H 1.577703 -1.824183 0.309795 -0.075 -0.128 0.119
H -0.641019 1.855398 -0.183605 -0.064 -0.020 -0.034
H 0.809801 1.709182 -1.175924 -0.009 0.034 0.002
H 0.962333 1.875889 0.576159 -0.025 0.081 0.066


18
Properties=species:S:1:pos:R:3:forces:R:3 method="wB97M-V/def2-TZVPD" relative_energy_ev=2.623 e_tot_ha=-633.8053 charge=0 gap_ev="8.208 / 8.207" fmax_ev_per_a=7.05 lumo_ev="-0.50 / -0.50"
C 0.923431 0.034091 -0.167433 -5.824 3.219 0.206
C -0.135743 1.123306 -0.181202 5.868 -3.900 0.099
C 2.389260 0.070145 -0.027776 -0.208 1.515 0.483
C -0.014403 -1.211752 0.080903 3.410 1.436 1.861
C -2.508699 1.307339 0.380154 -1.873 0.150 -3.016
N -1.358581 0.526964 0.115902 1.647 1.347 0.552
N -1.336058 -0.768676 0.245312 -2.150 0.245 -0.263
N 2.964656 -1.149041 -0.240483 -0.582 1.638 -0.195
O 2.990592 1.081269 0.330588 -0.292 -0.879 -0.841
F 0.037856 2.452408 -0.342264 -0.966 -2.199 0.363
F -2.097238 -1.303969 -1.218938 0.655 0.288 0.532
H 0.005702 -1.894276 -0.691020 -0.014 -1.462 -1.905
H 0.344743 -1.790070 0.983216 -0.716 0.666 -0.483
H -2.682088 1.692481 1.358140 0.277 -0.052 0.882
H -2.463168 2.140444 -0.370410 -0.214 -0.472 0.916
H -3.316986 0.646967 0.006209 -0.010 0.617 0.636
H 2.286920 -1.862831 -0.058116 1.034 -1.109 -0.226
H 3.969802 -1.094807 -0.202776 -0.041 -1.049 0.397


18
Properties=species:S:1:pos:R:3:forces:R:3 method="wB97M-V/def2-TZVPD" relative_energy_ev=3.551 e_tot_ha=-1001.8516 charge=0 gap_ev="6.788 / 6.780" fmax_ev_per_a=5.92 lumo_ev="-1.23 / -1.24"
C 1.090907 -0.914253 -0.323037 0.116 -1.710 -0.504
C -1.772844 -0.798301 0.488828 0.651 -1.295 1.738
C 2.055588 -1.924533 -0.859619 1.624 0.770 -1.163
C 0.768714 2.208196 0.984114 3.204 1.426 4.765
C -2.515425 0.114585 -0.302742 -1.873 1.528 -1.490
N 1.228886 0.281332 -0.139340 0.096 -0.562 0.792
N 0.854964 1.418706 -0.121498 -0.934 -0.286 -2.922
F -1.806506 0.886854 -1.192804 -0.167 -0.434 0.632
F -3.491764 -0.458836 -1.148361 0.722 0.497 1.087
F -3.169889 0.978045 0.527008 -0.197 -0.092 -0.557
S -0.659605 -1.727819 -0.268272 0.062 -0.463 0.288
H -2.111717 -0.999163 1.560662 0.614 0.461 -1.736
H 1.602362 -2.904314 -1.138287 0.221 0.747 0.919
H 3.021782 -1.964569 -0.275541 -1.296 -0.365 -0.350
H 2.382051 -1.499198 -1.844767 -0.173 -0.332 0.619
H 0.021615 1.885441 1.739011 0.203 0.179 -0.695
H 1.844580 2.167896 1.625421 -2.574 0.125 -1.524
H 0.656308 3.249927 0.689220 -0.298 -0.191 0.101


18
Properties=species:S:1:pos:R:3:forces:R:3 method="wB97M-V/def2-TZVPD" relative_energy_ev=0.246 e_tot_ha=-1042.9293 smiles="C[C@@]1(F)CCS(=O)(=O)C1(F)F" charge=0 gap_ev=11.076 fmax_ev_per_a=3.26 lumo_ev=0.61
C 1.543037 1.610774 -0.053824 0.420 -1.892 1.889
C 0.447684 0.515314 -0.265002 2.876 1.520 -0.224
F 0.265771 0.451205 -1.624564 -1.093 0.073 -1.073
C 0.824712 -0.898924 0.084466 -0.186 -0.009 2.873
C -0.405261 -1.755101 -0.229358 0.185 -0.191 -0.892
S -1.919622 -0.780421 0.006235 1.036 1.430 1.258
O -2.632602 -1.205102 1.154955 0.121 -0.383 1.636
O -2.715943 -0.636159 -1.149942 0.096 0.357 -1.892
C -0.849437 0.901476 0.392347 -0.577 -2.063 -0.127
F -1.352758 1.988758 -0.163651 -0.516 0.256 0.346
F -0.696212 1.032163 1.746646 -0.279 0.086 -1.140
H 2.061942 1.264218 0.882189 -0.364 1.005 -0.626
H 1.081180 2.548320 0.041973 -0.792 1.277 0.779
H 2.315293 1.847768 -0.779901 -0.149 -1.146 -0.663
H 1.177969 -1.084500 1.191349 -1.103 0.790 -1.853
H 1.710138 -1.122574 -0.444375 0.714 -0.560 -1.097
H -0.491299 -2.125380 -1.270233 0.332 0.202 0.598
H -0.364592 -2.551834 0.480690 -0.723 -0.752 0.208


20
Properties=species:S:1:pos:R:3:forces:R:3 method="wB97M-V/def2-TZVPD" relative_energy_ev=0.000 e_tot_ha=-1516.2550 charge=0 gap_ev=9.956 fmax_ev_per_a=4.87 lumo_ev=0.23
C 0.798314 1.102389 0.981016 -1.600 1.675 -0.031
C 2.042217 -2.068841 0.884358 1.190 0.434 0.009
C -0.104719 2.642955 -1.158104 -2.295 2.696 0.457
C -1.698250 -2.192485 -1.355800 0.004 1.803 1.366
C 0.787654 1.800852 2.099191 0.744 0.249 2.162
O 0.276230 0.065314 -1.260637 0.513 -1.081 -1.814
O -0.447308 -1.332618 0.909023 -0.481 -0.165 0.427
O 2.162000 -2.643015 1.835427 0.127 -0.550 0.750
F 1.768680 1.670632 3.067682 -1.449 0.202 -1.772
F -0.113731 2.675604 2.579505 0.659 -0.998 -0.984
F -0.213049 -3.800693 0.081233 0.157 2.145 -0.226
S -0.422982 1.017559 -0.398799 0.825 2.290 1.648
S -0.106283 -2.024022 -0.316802 -2.579 -3.910 -1.317
H 1.615809 0.492646 0.751915 1.050 -0.869 -0.126
H 0.647852 2.779559 -1.957805 0.131 -0.725 0.941
H -0.002919 3.430787 -0.283810 -0.012 -1.573 -1.823
H -1.098257 2.939971 -1.701182 1.570 -0.651 1.062
H -2.680363 -2.463838 -0.852409 1.533 0.783 0.014
H -1.637345 -1.166280 -1.801033 -0.806 -0.970 0.134
H -1.573551 -2.926476 -2.102971 0.722 -0.787 -0.875


19
Properties=species:S:1:pos:R:3:forces:R:3 method="wB97M-V/def2-TZVPD" relative_energy_ev=2.190 e_tot_ha=-865.2701 charge=+2 gap_ev=8.608 fmax_ev_per_a=2.74 lumo_ev=-8.18
C -2.661460 1.405049 -0.114861 0.683 -1.255 -1.158
C 1.594479 0.857624 -0.183271 -1.164 -0.083 0.356
C 1.247477 -1.457557 -0.457896 0.202 -1.360 0.150
C -2.218500 0.015462 -0.066249 0.808 1.183 1.872
C -0.849016 -0.387696 0.409195 -0.754 0.348 -0.576
N -2.999227 2.463956 -0.376354 -0.204 0.735 0.205
N 2.031741 -0.432509 -0.583055 -1.886 1.659 0.926
N -0.035104 -1.531640 -0.050042 -1.603 1.055 0.310
N -2.048201 -0.431558 1.351639 1.204 -1.051 0.775
N 2.444396 1.764305 -0.369727 2.396 -0.822 -1.043
F 1.751029 -2.627816 -0.731874 -0.414 0.814 -0.183
I 4.417307 1.650525 -1.199526 -0.281 -0.204 0.073
H -2.696492 -0.696544 -0.638072 -1.509 -1.235 -1.233
H -0.337828 0.517091 0.625692 1.292 0.031 0.293
H 2.945264 -0.397268 -0.955491 1.968 -1.288 -0.830
H -0.538344 -2.384297 -0.363778 0.658 0.546 0.431
H -2.462080 -1.292957 1.704188 -0.101 -0.270 -0.365
H -1.978763 0.252415 2.125202 -0.198 -0.090 -0.635
H 2.393321 2.713418 -0.125719 -1.098 1.288 0.633